Computed, not measured: a cluster of 3 separate species, C39H30FN3O4 in total, with wB97M-V/def2-TZVPD.

Properties
- LUMO (eV) = -1.00
- charge = 0
- frontier orbital gap (eV) = 8.3
- SMILES = C#C[C@](F)(C#N)[C@H](C#N)CCCCCN.O=C1c2ccccc2C(=O)c2ccccc21.O=C1c2ccccc2C(=O)c2ccccc21
- E_tot (Eh) = -2068.85652
- E_HOMO (eV) = -9.294
- F_max (Eh/bohr) = 0.2464

Each line ends with the Löwdin charge.
Cartesian coordinates (Å):
C1 -3.86426 0.67524 8.13812  0.11
C2 -4.81597 0.20269 7.18520  0.00
C3 -5.62718 -0.13986 5.76285  -0.29
F1 -7.08753 -0.22597 6.04878  -0.04
C4 -5.04648 -1.63445 5.28716  -0.05
N1 -4.39535 -2.71759 4.91481  0.14
C5 -5.26526 0.89316 4.54243  -0.20
C6 -3.64009 0.84598 4.33014  -0.10
N2 -2.35887 0.71662 4.15991  0.17
C7 -5.90576 2.39521 4.68713  -0.14
C8 -5.12600 3.38849 5.73246  -0.20
C9 -4.26603 4.60315 4.99757  -0.21
C10 -2.74653 4.13609 4.53312  -0.20
C11 -2.59303 3.93815 2.90956  -0.29
N3 -1.25684 4.53779 2.47393  -0.07
H1 -3.04048 1.28316 8.75171  0.09
H2 -5.74649 0.42254 3.55664  0.17
H3 -5.99902 2.94758 3.65293  0.13
H4 -7.00703 2.24995 5.12206  0.13
H5 -4.37988 2.86083 6.46264  0.09
H6 -5.97443 3.93491 6.37015  0.12
H7 -4.10267 5.42248 5.83857  0.11
H8 -4.83357 5.03641 4.05894  0.11
H9 -2.42706 3.21233 5.17717  0.09
H10 -2.01079 5.02091 4.83953  0.11
H11 -2.60387 2.82398 2.54843  0.09
H12 -3.47118 4.49467 2.34454  0.11
H13 -1.31147 4.61129 1.43215  0.07
H14 -1.19187 5.50872 2.87898  0.06
O1 -0.66500 0.43455 -0.26170  0.10
C12 -1.20483 -0.53613 -0.77804  -0.28
C13 -2.26222 -1.27514 -0.05841  -0.08
C14 -2.66312 -0.84833 1.21431  0.01
C15 -3.68904 -1.51709 1.88359  -0.07
C16 -4.31702 -2.60958 1.28601  -0.05
C17 -3.90707 -3.04720 0.02558  0.01
C18 -2.87337 -2.38247 -0.64531  -0.09
C19 -2.43430 -2.86340 -1.97040  -0.28
O2 -2.93369 -3.86905 -2.46180  0.10
C20 -1.39156 -2.11341 -2.69810  -0.09
C21 -0.99313 -2.54025 -3.97184  0.01
C22 -0.03241 -1.81827 -4.68150  -0.06
C23 0.53140 -0.67115 -4.12373  -0.07
C24 0.14620 -0.25223 -2.84842  0.00
C25 -0.81389 -0.97823 -2.13147  -0.09
H15 -2.18129 0.00706 1.68460  0.09
H16 -4.00227 -1.18166 2.86985  0.03
H17 -5.12519 -3.12294 1.80225  0.10
H18 -4.39841 -3.90400 -0.43253  0.12
H19 -1.43248 -3.43206 -4.41572  0.12
H20 0.27274 -2.14894 -5.67193  0.11
H21 1.27324 -0.10297 -4.68081  0.11
H22 0.59361 0.64271 -2.41886  0.12
O3 7.49603 0.63945 -2.70117  0.10
C26 7.16158 -0.24655 -3.47794  -0.28
C27 8.00781 -0.58005 -4.64188  -0.09
C28 9.21076 0.10876 -4.84475  0.01
C29 10.03502 -0.22790 -5.91943  -0.06
C30 9.66312 -1.25081 -6.79140  -0.06
C31 8.45657 -1.92633 -6.60119  0.01
C32 7.62428 -1.58605 -5.52789  -0.09
C33 6.34151 -2.29383 -5.34493  -0.28
O4 5.97900 -3.13963 -6.15450  0.09
C34 5.50530 -1.97447 -4.17099  -0.09
C35 4.30346 -2.66571 -3.96826  0.01
C36 3.52301 -2.39448 -2.84346  -0.06
C37 3.93893 -1.43568 -1.92010  -0.05
C38 5.12922 -0.73541 -2.12782  0.01
C39 5.91181 -1.00166 -3.25897  -0.09
H23 9.51020 0.90457 -4.16500  0.12
H24 10.97095 0.30482 -6.07297  0.11
H25 10.31162 -1.52174 -7.62160  0.11
H26 8.17028 -2.72030 -7.28897  0.12
H27 3.97480 -3.41908 -4.68227  0.12
H28 2.59222 -2.93500 -2.68567  0.11
H29 3.33543 -1.23105 -1.03841  0.11
H30 5.44519 0.01386 -1.40369  0.12

Computed, not measured: a structure of composition C19H19IrN3O5S, with wB97M-V/def2-TZVPD.

Properties
- LUMO (eV) = -4.58
- charge = +1
- frontier orbital gap (eV) = 7.1
- E_tot (Eh) = -1778.27101
- E_HOMO (eV) = -11.685
- F_max (Eh/bohr) = 0.0097

Each line ends with the natural charge from an NBO analysis.
Cartesian coordinates (Å):
Ir1 0.15732 1.13312 -1.67379  1.11
O1 -3.37592 3.25136 -2.11901  -0.61
C1 -2.18404 2.74009 -1.97527  0.80
O2 -1.97419 1.52490 -1.93041  -0.58
C2 -1.05855 3.72547 -1.88641  0.05
C3 -1.11073 5.09839 -1.84430  -0.15
C4 0.10260 5.79104 -1.72600  -0.14
C5 1.30526 5.10463 -1.65419  -0.15
C6 1.27714 3.71573 -1.69538  0.12
N1 0.11874 3.09423 -1.81484  -0.39
C7 2.46198 2.74805 -1.59474  0.74
O3 3.58060 3.17248 -1.56665  -0.52
O4 2.11958 1.46663 -1.60068  -0.66
H1 -4.03608 2.53805 -2.16894  0.53
H2 -2.06139 5.60957 -1.89955  0.26
H3 0.09881 6.87142 -1.68523  0.25
H4 2.25678 5.60954 -1.55989  0.27
C8 1.50397 1.28437 3.53886  -0.62
C9 0.11221 0.70135 3.34035  -0.22
N2 0.13105 -0.47705 2.46589  -0.36
C10 0.22964 -1.78145 3.14381  -0.21
C11 -1.14099 -2.39945 3.36708  -0.62
C12 0.02378 -0.42082 1.14248  0.39
S1 -0.17267 1.22372 0.51242  0.03
N3 0.05463 -1.57139 0.49205  -0.64
C13 0.08714 -1.76156 -0.81888  0.69
O5 0.17923 -0.87208 -1.71738  -0.67
C14 0.02200 -3.16230 -1.29297  -0.09
C15 0.06112 -3.43316 -2.65972  -0.17
C16 0.00139 -4.74101 -3.10774  -0.22
C17 -0.09745 -5.78285 -2.19482  -0.16
C18 -0.13729 -5.51723 -0.83261  -0.22
C19 -0.07681 -4.21052 -0.38049  -0.17
H5 1.45456 2.14429 4.20656  0.23
H6 1.92812 1.60993 2.58935  0.22
H7 2.17409 0.54686 3.98088  0.22
H8 -0.57083 1.44766 2.93655  0.21
H9 -0.30438 0.37563 4.29254  0.22
H10 0.73201 -1.59695 4.09290  0.21
H11 0.86002 -2.43409 2.54789  0.23
H12 -1.77895 -1.73844 3.95589  0.21
H13 -1.04244 -3.34175 3.90527  0.23
H14 -1.62913 -2.59520 2.41260  0.22
H15 0.14294 -2.61600 -3.36202  0.23
H16 0.03452 -4.94985 -4.16845  0.22
H17 -0.14232 -6.80527 -2.54610  0.23
H18 -0.21162 -6.33081 -0.12380  0.22
H19 -0.10547 -3.98932 0.67687  0.23

Computed, not measured: the ion C9H13N2 with charge +1, with wB97M-V/def2-TZVPD.

Properties
- LUMO (eV) = -2.97
- charge = +1
- frontier orbital gap (eV) = 9.3
- SMILES = CN1C=CC=C2CC[N+](C)=C21
- energy relative to the best compared isomer or geometry (same formula, charge and spin) (kJ/mol) = 220.7
- E_tot (Eh) = -459.92998
- E_HOMO (eV) = -12.322
- F_max (Eh/bohr) = 0.1153

Each line ends with the natural charge from an NBO analysis.
Cartesian coordinates (Å):
C1 0.32072 -2.49836 0.13821  -0.40
N1 0.93997 -1.11457 0.03658  -0.34
C2 2.30088 -0.95465 -0.02412  0.04
C3 2.89455 0.24709 -0.05683  -0.23
C4 2.11153 1.41325 0.05751  -0.17
C5 0.78783 1.39710 -0.02242  0.02
C6 -0.33619 2.34111 0.05239  -0.48
C7 -1.64218 1.54356 0.03033  -0.16
N2 -1.25435 0.10771 0.09317  -0.37
C8 -2.37833 -0.87573 -0.15635  -0.41
C9 0.06877 -0.09960 0.03427  0.51
H1 -0.47736 -2.30575 0.96204  0.23
H2 -0.02567 -2.86961 -0.88948  0.24
H3 1.15657 -3.07697 0.34334  0.22
H4 2.78377 -1.84863 -0.09797  0.22
H5 3.91790 0.19728 -0.10388  0.25
H6 2.44856 2.46456 0.05435  0.25
H7 -0.38644 2.82165 0.94651  0.25
H8 -0.53718 3.16026 -0.76001  0.26
H9 -2.44351 1.56746 0.89159  0.22
H10 -2.12766 1.63062 -0.84066  0.19
H11 -3.29189 -0.30853 -0.19818  0.23
H12 -2.43515 -1.41322 -1.08649  0.23
H13 -2.39514 -1.52603 0.59609  0.21

Computed, not measured: a structure of composition C26H35IN9O2PrSe2, with wB97M-V/def2-TZVPD.

Properties
- LUMO (alpha / beta) (eV) = -5.51 / -5.48
- charge = +2
- frontier orbital gap (alpha / beta) (eV) = 7.8 / 7.8
- spin multiplicity = 3
- energy relative to the best compared isomer or geometry (same formula, charge and spin) (kJ/mol) = 0.0
- E_tot (Eh) = -7272.23019
- E_HOMO (alpha / beta) (eV) = -13.308 / -13.317
- F_max (Eh/bohr) = 0.0527

Each line ends with the Löwdin charge.
Cartesian coordinates (Å):
Pr1 -0.30035 -0.20585 -0.65067  0.68
C1 3.43050 1.29874 -3.23242  -0.02
C2 3.74541 1.10076 -1.76318  -0.25
N1 4.93568 1.48962 -1.36293  0.14
C3 5.35698 1.13330 -0.18544  -0.08
C4 4.65858 0.39599 0.77245  -0.13
C5 5.20130 -0.06460 2.07031  -0.20
O1 5.37144 -1.47922 2.09954  -0.05
C6 3.38659 -0.01933 0.36119  -0.05
C7 2.59121 -0.78803 1.33251  -0.02
N2 1.32269 -0.95460 1.35270  0.00
C8 0.83228 -1.73200 2.46505  -0.36
C9 1.25126 -1.40068 3.74033  -0.04
C10 0.83909 -2.17213 4.82882  -0.05
C11 -0.03309 -3.23211 4.63913  -0.06
C12 -0.47686 -3.57544 3.36626  -0.11
C13 0.04033 -2.87676 2.25933  -0.62
I1 -0.39934 -3.51219 0.33425  1.20
C14 2.94663 0.30483 -0.93080  -0.26
O2 1.77795 -0.14602 -1.40179  -0.29
H1 3.73807 0.42119 -3.80440  0.09
H2 3.92293 2.21098 -3.65847  0.11
H3 2.39053 1.35058 -3.50925  0.04
H4 6.35158 1.44947 0.06187  0.12
H5 4.47982 0.16144 2.83970  0.12
H6 6.16172 0.40721 2.20693  0.13
H7 6.28985 -1.65863 1.78390  0.13
H8 3.11062 -1.34359 2.06753  0.12
H9 1.83798 -0.50299 3.84822  0.13
H10 1.22103 -1.93288 5.83608  0.13
H11 -0.32638 -3.84427 5.46410  0.11
H12 -1.19487 -4.34386 3.25305  0.10
N3 0.13870 -2.22369 -4.85955  0.07
C15 0.58410 -1.42807 -3.87620  -0.12
N4 -0.37675 -1.18185 -3.03935  0.03
C16 -1.43911 -1.84289 -3.59018  -0.30
N5 -1.16880 -2.50190 -4.68841  0.17
C17 -2.70043 -1.97034 -2.86240  -0.16
C18 -3.92884 -2.24352 -3.47717  -0.02
N6 -5.01139 -2.45340 -2.74833  0.13
C19 -4.82783 -2.42784 -1.45955  -0.10
C20 -3.67479 -2.05706 -0.80703  -0.19
N7 -2.60293 -1.76150 -1.50282  0.00
H13 0.73346 -2.70773 -5.55433  0.20
H14 1.60939 -1.01325 -3.79076  0.15
H15 -4.01634 -2.31595 -4.55156  0.13
H16 -5.74910 -2.57666 -0.89452  0.13
H17 -3.56580 -2.08569 0.24102  0.08
C21 -3.33037 3.17798 -0.59308  -0.33
Se1 -3.29940 1.21873 -0.89917  0.93
C22 -4.46051 0.85632 0.73142  -0.43
C23 -3.65589 1.12896 2.01514  -0.51
Se2 -2.21953 -0.17531 2.20709  0.95
C24 -1.62163 0.51956 3.98455  -0.28
H18 -4.32922 3.56055 -0.65126  0.03
H19 -2.80650 3.67936 -1.45034  0.05
H20 -2.85451 3.34147 0.36064  0.01
H21 -4.76177 -0.18816 0.66585  0.04
H22 -5.34060 1.41437 0.57449  0.06
H23 -4.31052 0.95277 2.82403  0.06
H24 -3.27065 2.14266 2.01032  0.06
H25 -2.51369 0.76370 4.51543  0.02
H26 -1.09688 1.43538 3.88827  0.02
H27 -1.05086 -0.21548 4.56724  0.03
N8 0.19658 2.27847 0.42907  0.01
C25 0.14314 3.42641 -0.54548  -0.20
C26 0.52171 2.96113 -1.91934  -0.21
N9 -0.27733 1.81641 -2.37537  -0.04
H28 -0.33116 2.55691 1.24870  0.08
H29 1.16956 2.25720 0.73574  0.10
H30 0.82060 4.21503 -0.29143  0.12
H31 -0.84234 3.91629 -0.53771  0.10
H32 1.53532 2.62967 -1.93007  0.09
H33 0.38678 3.79898 -2.62475  0.15
H34 0.20129 1.23384 -3.03529  0.04
H35 -1.06634 2.14921 -2.92746  0.10